(1)
15
Properties=species:S:1:pos:R:3:forces:R:3 method="wB97M-V/def2-TZVPD" homo_lumo_gap_ev="8.7 / 8.7" largest_force_ha_per_bohr=0.00829 homo_energy_ha="-0.3424 / -0.3424" e_above_lowest_kj_mol=667.8
C -1.85121 -0.70050 -0.16924 0.0 0.0 0.0
C -0.60004 0.07347 -0.53775 -0.1 -0.2 -0.2
N -0.42426 1.33226 0.22755 -0.1 0.2 -0.1
C 0.95095 0.99177 0.61768 0.3 0.1 0.3
C 0.72351 -0.44106 0.00974 -0.1 0.0 -0.4
N 1.71808 -0.95207 -0.76551 -0.3 0.1 0.3
O 2.54565 -1.42193 0.08993 0.1 0.0 0.2
H -2.74740 -0.14673 -0.46784 0.1 -0.1 0.0
H -1.88822 -0.85532 0.91295 0.0 0.0 -0.1
H -1.86157 -1.67607 -0.66680 0.0 0.1 0.1
H -0.53599 0.20862 -1.62748 0.0 0.0 0.1
H -0.48336 2.16977 -0.34099 0.0 -0.1 0.1
H 1.12535 1.04182 1.69689 0.0 0.0 -0.2
H 1.74799 1.53700 0.09625 -0.1 -0.1 0.0
H 1.58052 -1.16102 0.92460 0.2 -0.1 -0.1


(2)
106
Properties=species:S:1:pos:R:3:forces:R:3 method="wB97M-V/def2-TZVPD" total_charge=-2 homo_lumo_gap_ev=5.9 largest_force_ha_per_bohr=0.01532 homo_energy_ha=-0.0850 e_above_lowest_kj_mol=57.7
Na -1.50994 -0.01792 -0.34522 0.6 -0.3 0.4
C 1.23928 -2.71428 -1.66732 0.0 0.0 0.0
C 2.51203 -2.74682 -0.82281 0.0 0.0 0.0
C 2.92145 -4.21193 -0.66381 0.0 0.0 0.0
C 3.65824 -1.98891 -1.49350 0.0 0.0 0.0
N 2.26532 -2.16617 0.52653 0.0 0.0 0.0
C 2.52474 -2.82643 1.71936 0.0 0.0 0.0
C 2.21023 -1.98742 2.71612 0.1 0.0 0.0
N 1.73828 -0.81158 2.16825 -0.1 0.0 0.0
B 1.29565 0.32783 3.10952 0.1 0.0 -0.1
N 1.48702 1.71736 2.46316 -0.1 0.1 0.0
C 2.77671 2.19870 2.37818 0.0 0.0 0.0
C 2.78248 3.25958 1.55756 0.0 0.0 0.0
N 1.48226 3.44803 1.11606 -0.1 0.0 0.0
C 0.68068 2.48311 1.66960 0.0 0.0 0.0
S -0.98760 2.31720 1.43972 -0.1 0.0 0.2
C 1.07575 4.46223 0.10562 0.0 0.0 0.0
C 2.30888 5.26676 -0.30731 0.0 0.0 0.0
C 0.52232 3.76958 -1.14066 0.0 0.0 0.0
C 0.05813 5.42386 0.71864 0.0 0.0 0.0
N -0.16620 0.19941 3.69126 0.1 0.1 0.1
C -0.65514 1.24257 4.43088 0.0 0.0 -0.1
C -1.92295 0.95220 4.78713 0.0 0.0 -0.1
N -2.21852 -0.28613 4.26021 0.0 0.0 0.1
C -1.11036 -0.74629 3.62450 -0.1 0.0 -0.1
S -0.88164 -2.37970 3.03822 -0.1 0.0 0.0
C -3.55646 -0.95039 4.34051 0.0 0.0 0.0
C -4.05024 -1.25795 2.92770 0.0 0.0 0.0
C -3.46484 -2.20550 5.20797 0.0 0.0 0.0
C -4.54149 0.01641 4.99717 0.0 0.0 0.0
C 1.78406 -0.91864 0.80689 0.2 0.0 0.0
S 1.43705 0.30238 -0.32022 0.0 -0.1 -0.1
H 1.42885 -3.23847 -2.60643 0.0 0.0 0.0
H 0.93192 -1.69720 -1.88973 0.0 0.0 0.0
H 0.42077 -3.20664 -1.14418 0.0 0.0 0.0
H 3.08019 -4.62012 -1.66182 0.0 0.0 0.0
H 2.13320 -4.79588 -0.18631 0.0 0.0 0.0
H 3.85265 -4.32557 -0.10455 0.0 0.0 0.0
H 3.84876 -2.42764 -2.47536 0.0 0.0 0.0
H 4.56941 -2.06710 -0.89380 0.0 0.0 0.0
H 3.40246 -0.93865 -1.61647 0.0 0.0 0.0
H 2.87698 -3.83688 1.76447 0.0 0.0 0.0
H 2.23698 -2.13618 3.77980 0.0 0.0 0.0
H 2.03322 0.27917 4.07529 0.0 0.0 0.0
H 3.58563 1.71903 2.89953 0.0 0.0 0.0
H 3.60110 3.87754 1.24749 0.0 0.0 0.0
H 3.06792 4.63308 -0.76844 0.0 0.0 0.0
H 2.74930 5.80611 0.53430 0.0 0.0 0.0
H 1.99246 6.00091 -1.04810 0.0 0.0 0.0
H 1.23552 3.02790 -1.50392 0.0 0.0 0.0
H 0.36552 4.51847 -1.92038 0.0 0.0 0.0
H -0.42169 3.26941 -0.94896 0.0 0.0 0.0
H 0.49614 5.94136 1.57655 0.0 0.0 0.0
H -0.83145 4.88683 1.03752 0.0 0.0 0.0
H -0.22756 6.16657 -0.02906 0.0 0.0 0.0
H -0.08086 2.13734 4.58428 0.0 0.0 0.0
H -2.64081 1.55216 5.30855 0.0 0.0 0.0
H -3.42064 -1.97822 2.40936 0.0 0.0 0.0
H -4.07268 -0.34948 2.32316 0.0 0.0 0.0
H -5.06467 -1.65724 2.98534 0.0 0.0 0.0
H -2.79681 -2.93973 4.76603 0.0 0.0 0.0
H -4.46004 -2.64567 5.29207 0.0 0.0 0.0
H -3.11184 -1.95282 6.21095 0.0 0.0 0.0
H -4.66467 0.92617 4.40852 0.0 0.0 0.0
H -4.25114 0.27658 6.01697 0.0 0.0 0.0
H -5.50838 -0.48381 5.04271 0.0 0.0 0.0
F -3.96759 0.99641 -2.66902 0.0 0.0 0.0
B -3.16737 1.58010 -1.69373 -0.1 0.1 -0.2
F -3.37967 2.94942 -1.60895 0.0 0.0 0.0
F -3.42100 0.95501 -0.43540 -0.4 0.1 0.0
F -1.78971 1.31729 -1.98231 -0.1 0.2 -0.3
F -1.05787 -5.31769 -1.04494 0.1 0.1 0.0
C -2.22826 -5.48142 -0.39490 -0.1 0.0 0.0
C -3.30891 -4.67609 -0.71379 0.0 0.0 0.0
C -4.47305 -4.98257 -0.03629 0.0 0.0 0.0
F -5.62641 -4.33720 -0.29121 0.0 0.0 0.0
C -4.55542 -5.97429 0.93000 0.0 0.0 0.0
F -5.71481 -6.22844 1.56593 0.0 0.0 0.0
C -3.43999 -6.72805 1.23178 0.0 0.0 0.0
F -3.50386 -7.70072 2.15846 0.0 0.0 0.0
C -2.26172 -6.48672 0.55156 0.0 0.0 0.0
F -1.17639 -7.23486 0.82052 0.0 0.0 0.0
Ge -2.85494 -3.09931 -1.98092 0.0 0.0 0.0
S -1.28146 -2.35395 1.00739 0.0 -0.3 0.1
C -4.74201 -2.37173 -2.32788 0.0 0.0 0.0
C -5.39368 -2.24156 -3.53706 0.0 0.0 0.0
F -4.89887 -2.80656 -4.66195 0.0 0.0 0.0
C -6.57382 -1.53343 -3.69252 0.0 0.0 0.0
F -7.18160 -1.44927 -4.89183 0.0 0.0 0.0
C -7.13707 -0.90443 -2.60121 0.0 0.0 0.0
F -8.28563 -0.21864 -2.73289 0.0 0.0 0.0
C -6.50943 -0.98775 -1.37279 0.0 0.0 0.0
F -7.05487 -0.37945 -0.30807 0.0 0.0 0.0
C -5.33518 -1.70676 -1.26937 -0.1 0.0 0.0
F -4.76774 -1.76995 -0.05173 0.0 0.1 0.0
C -2.72496 -4.43457 -3.57056 0.0 0.0 0.0
C -3.66198 -5.40704 -3.87128 0.0 0.0 0.0
F -4.81830 -5.47923 -3.18766 0.0 0.0 0.0
C -3.49157 -6.34714 -4.87207 0.0 0.0 0.0
F -4.43100 -7.27477 -5.13457 0.0 0.0 0.0
C -2.33032 -6.33129 -5.62282 0.0 0.0 0.0
F -2.14398 -7.23339 -6.60148 0.0 0.0 0.0
C -1.36619 -5.38018 -5.35965 0.0 0.0 0.0
F -0.23593 -5.36441 -6.08921 0.0 0.0 0.0
C -1.58368 -4.45833 -4.34646 0.0 0.0 0.0
F -0.60218 -3.55873 -4.15021 0.0 0.0 0.0